1.
C12H23NO6S2 | wB97M-V/def2-TZVPD

Positions of all 44 atoms, in Å:
N -1.621 3.000 -0.432
C -1.501 1.561 -0.052
C -0.340 0.897 -0.920
C 0.736 0.085 -0.465
C 1.091 -0.441 0.999
C 1.153 -2.071 0.916
C 0.018 -2.677 -0.037
O -0.161 -4.127 0.137
C 1.640 -0.270 -1.758
O 2.632 -1.023 -1.640
O 1.099 0.339 -2.927
C -0.121 0.991 -2.489
O -0.927 1.548 -3.284
H -2.427 3.446 0.048
H -1.710 3.126 -1.451
H -1.265 1.543 1.076
H -2.459 0.954 -0.198
H 0.283 -0.168 1.780
H 2.071 0.002 1.419
H 2.212 -2.340 0.549
H 1.075 -2.536 1.972
H 0.246 -2.540 -1.165
H -0.982 -2.109 0.126
H -0.477 -4.414 -0.756
C 5.727 0.071 -0.960
S 5.603 -1.390 0.094
O 4.332 -1.274 0.873
C 6.957 -0.940 1.202
H 4.939 0.020 -1.712
H 5.598 0.975 -0.361
H 6.699 0.082 -1.455
H 6.753 0.026 1.667
H 7.890 -0.896 0.637
H 7.039 -1.705 1.975
C -7.120 1.622 1.557
S -5.347 1.480 1.244
O -4.853 2.833 0.842
C -5.500 0.489 -0.259
H -7.265 2.242 2.443
H -7.613 2.089 0.703
H -7.539 0.630 1.738
H -6.094 1.027 -1.000
H -5.971 -0.465 -0.019
H -4.500 0.309 -0.657

As for the spin multiplicity: 1. The LUMO energy is -0.0227 Ha. Its HOMO energy is -9.0 eV.

Atom-resolved charges from Mulliken, all expressed in e:
1 N -0.6784
2 C 0.4242
3 C 0.3876
4 C -0.0570
5 C -0.5374
6 C -0.4436
7 C -0.1882
8 O -0.5292
9 C 0.4130
10 O -0.4744
11 O -0.3233
12 C 0.3985
13 O -0.5611
14 H 0.2959
15 H 0.2561
16 H 0.2626
17 H -0.4223
18 H 0.2597
19 H 0.2754
20 H 0.1276
21 H 0.4131
22 H 0.2380
23 H 0.0893
24 H 0.3435
25 C -0.9201
26 S 0.4634
27 O -0.5312
28 C -1.0140
29 H 0.2618
30 H 0.2985
31 H 0.4122
32 H 0.3097
33 H 0.3888
34 H 0.3269
35 C -0.9920
36 S 0.5535
37 O -0.6003
38 C -0.8136
39 H 0.3329
40 H 0.3174
41 H 0.3696
42 H 0.3058
43 H 0.3444
44 H 0.2166

---

2.
C29H43CrN6O3S3 | wB97M-V/def2-TZVPD

Positions of all 85 atoms, in Å:
Cr 0.553 0.330 -0.125
C -3.456 0.119 3.056
O -2.418 -0.356 2.272
C -2.551 -1.385 1.381
C -3.763 -2.045 1.166
C -3.852 -3.032 0.208
C -2.811 -3.354 -0.644
C -1.605 -2.740 -0.355
C -1.485 -1.733 0.611
N -0.253 -1.216 0.948
N 0.259 -1.864 1.914
C 1.505 -1.785 2.361
C 2.479 -0.919 1.776
O 2.246 -0.112 0.757
C 3.782 -0.974 2.317
C 4.120 -2.006 3.153
C 3.171 -2.968 3.650
C 3.575 -4.086 4.349
C 2.656 -5.031 4.744
C 1.265 -4.824 4.531
C 0.822 -3.749 3.782
C 1.829 -2.861 3.310
H -4.393 0.305 2.453
H -3.076 1.043 3.334
H -3.759 -0.401 3.992
H -4.625 -1.757 1.735
H -4.756 -3.584 0.129
H -3.023 -4.046 -1.427
H -0.724 -3.013 -0.843
H 4.502 -0.154 2.025
H 5.143 -1.999 3.423
H 4.637 -4.189 4.653
H 3.023 -5.949 5.231
H 0.691 -5.621 4.896
H -0.239 -3.739 3.653
C -1.098 5.907 0.583
C -0.455 5.344 1.889
S -0.394 3.575 2.056
C 1.401 3.128 2.062
C 2.179 3.518 0.902
S 1.762 2.492 -0.527
C 1.274 3.670 -1.763
C -0.087 4.372 -1.648
S 0.166 6.020 -0.798
H -1.415 6.912 0.706
H -1.992 5.365 0.222
H -1.021 5.689 2.761
H 0.561 5.760 1.981
H 1.408 2.010 2.262
H 1.764 3.534 2.985
H 3.296 3.346 1.053
H 2.067 4.536 0.679
H 1.287 3.051 -2.649
H 2.033 4.435 -1.882
H -0.820 3.771 -1.140
H -0.436 4.725 -2.703
C -4.698 0.517 -1.661
N -3.291 0.439 -2.010
C -2.267 0.942 -1.258
N -2.598 1.733 -0.234
O -1.054 0.704 -1.513
H -5.112 -0.345 -2.214
H -5.168 1.489 -1.974
H -4.816 0.112 -0.627
H -3.085 -0.144 -2.797
H -3.523 2.109 -0.200
H -1.930 2.175 0.357
C 0.643 -0.635 -5.416
C 1.428 -1.162 -4.204
C 0.764 -2.438 -3.661
C 2.910 -1.255 -4.555
N 1.283 -0.080 -3.212
N 1.712 -0.472 -1.892
H 0.743 -1.325 -6.254
H 1.077 0.260 -5.795
H -0.426 -0.523 -5.237
H 0.550 -3.110 -4.508
H -0.128 -2.272 -3.109
H 1.428 -2.911 -2.974
H 3.190 -2.288 -4.897
H 3.467 -0.942 -3.661
H 3.256 -0.623 -5.372
H 0.293 0.077 -3.094
H 2.638 -0.039 -1.760
H 1.763 -1.459 -1.715

The total charge is +1. As for the spin multiplicity: 5. As for the expectation value of S²: 6.02. The LUMO energy (spin up / spin down) is -0.0967 / -0.1073 Ha. Its HOMO energy (spin up / spin down) is -9.8 / -10.2 eV.

Atom-resolved charges from Mulliken, all expressed in e:
1 Cr 0.7868
2 C -0.9958
3 O -0.2578
4 C 1.0462
5 C -0.6481
6 C -0.7944
7 C -1.1686
8 C -0.7206
9 C -0.2619
10 N 1.4193
11 N -0.6417
12 C 0.1177
13 C 0.3505
14 O -0.0789
15 C -0.8806
16 C -0.8785
17 C 0.5838
18 C -0.6011
19 C -0.6447
20 C -0.6514
21 C -0.7885
22 C 0.8400
23 H 0.3581
24 H 0.3219
25 H 0.2689
26 H 0.5165
27 H 0.4611
28 H 0.5103
29 H 0.6704
30 H 0.3467
31 H 0.4233
32 H 0.3316
33 H 0.3625
34 H 0.4315
35 H 0.4357
36 C -0.6590
37 C -0.8613
38 S -0.0141
39 C -0.3596
40 C -0.9889
41 S 0.3959
42 C -1.1050
43 C 0.3135
44 S -0.1358
45 H 0.4738
46 H 0.2374
47 H 0.5336
48 H 0.3640
49 H -0.3312
50 H 0.7738
51 H 0.4415
52 H 0.4373
53 H 0.3081
54 H 0.6183
55 H -0.5431
56 H 0.3878
57 C -1.0468
58 N -0.1541
59 C -0.0233
60 N 0.0122
61 O -0.0995
62 H 0.3938
63 H 0.2774
64 H 0.2881
65 H 0.3139
66 H 0.2369
67 H -0.3902
68 C -1.7223
69 C 1.6979
70 C -1.8429
71 C -1.5347
72 N -0.3666
73 N 0.0859
74 H 0.4411
75 H 0.4385
76 H 0.3664
77 H 0.5026
78 H 0.2903
79 H 0.5327
80 H 0.3426
81 H 0.2666
82 H 0.3668
83 H 0.0484
84 H 0.3037
85 H 0.1171

---

3.
C2H3F3IN | wB97M-V/def2-TZVPD

Positions of all 10 atoms, in Å:
C -0.334 -0.905 -0.229
C -0.886 -1.661 0.980
N 0.174 0.237 0.341
F -1.741 -2.631 0.513
F 0.031 -2.272 1.765
F -1.565 -0.849 1.775
I 0.866 -2.237 -1.400
H -1.488 -0.659 -1.088
H 0.378 1.027 -0.189
H 0.686 0.118 1.131

As for the spin multiplicity: 1. The LUMO energy is 0.0105 Ha. Its HOMO energy is -9.6 eV.

Atom-resolved charges from Mulliken, all expressed in e:
1 C -0.3357
2 C 0.6117
3 N -0.3949
4 F -0.2353
5 F -0.2263
6 F -0.2203
7 I 0.0542
8 H 0.3864
9 H 0.1959
10 H 0.1644

---

4.
C20H19AsN7O5PRuS4 | wB97M-V/def2-TZVPD

Positions of all 58 atoms, in Å:
Ru 1.028 -2.175 -0.504
C -2.625 2.521 1.941
N -1.239 2.354 1.557
C -0.422 3.331 1.060
C 0.787 2.732 0.836
N 0.726 1.411 1.163
C -0.499 1.201 1.587
P -1.166 -0.375 2.203
C 0.399 -1.220 2.520
N 1.278 -1.693 1.652
C 2.299 -2.229 2.385
C 2.036 -2.076 3.712
N 0.827 -1.445 3.794
C 0.154 -1.069 5.022
C -1.761 -1.263 0.743
N -1.108 -1.738 -0.312
C -2.042 -2.224 -1.180
C -3.281 -2.051 -0.643
N -3.100 -1.456 0.573
C -4.170 -1.092 1.482
H -2.914 3.552 1.755
H -3.271 1.872 1.352
H -2.765 2.298 2.998
H -0.770 4.339 0.912
H 1.689 3.175 0.447
H 3.143 -2.707 1.921
H 2.589 -2.363 4.589
H 0.714 -1.483 5.857
H 0.111 0.015 5.128
H -0.858 -1.469 5.041
H -1.753 -2.697 -2.102
H -4.253 -2.342 -0.998
H -5.081 -1.575 1.140
H -3.947 -1.435 2.490
H -4.329 -0.015 1.499
S 1.768 -6.493 -2.359
As 0.301 -5.092 -1.875
S 0.674 -3.055 -2.688
S 0.787 -4.291 0.220
S -1.725 -5.653 -1.895
O 3.400 -0.281 -1.860
C 2.259 0.170 -1.970
O 1.185 -0.288 -1.477
C 2.059 1.446 -2.770
C 3.122 2.001 -3.470
C 2.962 3.180 -4.188
C 1.738 3.828 -4.200
C 0.693 3.262 -3.486
C 0.822 2.078 -2.784
N -0.602 3.962 -3.464
O -1.494 3.496 -2.780
O -0.730 4.950 -4.166
H 4.072 1.483 -3.434
H 3.795 3.600 -4.736
H 1.582 4.750 -4.739
H -0.007 1.646 -2.246
O 4.002 -2.808 -0.595
C 2.912 -2.498 -0.657

The total charge is -1. As for the spin multiplicity: 2. As for the expectation value of S²: 0.76. The LUMO energy (spin up / spin down) is 0.0630 / 0.0500 Ha. Its HOMO energy (spin up / spin down) is -4.1 / -4.1 eV.

Atom-resolved charges from Mulliken, all expressed in e:
1 Ru 0.5222
2 C -0.8298
3 N 0.2412
4 C -0.0742
5 C -0.9694
6 N -0.2155
7 C 0.1522
8 P -0.3169
9 C -0.1603
10 N 0.6440
11 C -0.6910
12 C -0.7002
13 N 0.2341
14 C -0.8617
15 C -0.2030
16 N 1.1029
17 C -0.8601
18 C -0.7821
19 N 0.2010
20 C -0.8239
21 H 0.3361
22 H 0.2098
23 H 0.3208
24 H 0.4449
25 H 0.4975
26 H 0.4462
27 H 0.3959
28 H 0.3190
29 H 0.3083
30 H 0.3255
31 H 0.6949
32 H 0.4074
33 H 0.3257
34 H 0.3267
35 H 0.2460
36 S -0.5226
37 As 0.3743
38 S -0.4321
39 S -0.3055
40 S -0.5497
41 O -0.7641
42 C 0.2563
43 O -0.2863
44 C 0.1731
45 C -0.4673
46 C -0.5172
47 C -0.5341
48 C -0.0999
49 C -0.2135
50 N 1.0683
51 O -0.6099
52 O -0.6598
53 H 0.4803
54 H 0.3807
55 H 0.4815
56 H 0.5959
57 O -0.2972
58 C 0.2348